(1)
Entry from the OMol25 dataset: a molecular structure, C16H24Cl6N3O8PZr at a distorted geometry (ωB97M-V/def2-TZVPD).

Its energy above the lowest of the compared OMol25 structures with the same formula, charge and spin is 0.995 eV. The charge is +2. As for the HOMO-LUMO gap: 8.875 eV. The HOMO energy is -15.0 eV.

Geometry as XYZ:
```
59
Properties=species:S:1:pos:R:3:nbo_charge:R:1
Zr -0.919 0.735 0.513 2.36
O 1.086 1.505 1.277 -0.77
C 1.342 2.714 2.075 -0.08
C 0.894 4.025 1.318 -0.23
N -0.436 3.823 0.702 -0.43
C -0.532 4.146 -0.705 -0.31
C 0.003 2.907 -1.539 0.81
O 0.814 3.022 -2.409 -0.52
O -0.554 1.699 -1.152 -0.87
C -1.657 4.017 1.504 -0.31
C -2.018 2.618 1.490 0.76
O -2.621 2.046 0.564 -0.68
O -1.409 1.866 2.302 -0.72
H 1.800 1.425 0.620 0.53
H 0.772 2.628 3.003 0.22
H 2.375 2.781 2.346 0.22
H 0.907 4.833 1.998 0.23
H 1.605 4.138 0.465 0.22
H -1.521 4.340 -1.005 0.25
H 0.182 4.925 -0.968 0.24
H -1.488 4.306 2.545 0.25
H -2.358 4.716 1.020 0.25
C 2.991 1.223 -1.573 -0.64
C 2.901 0.086 -2.569 -0.05
O 2.416 -1.092 -1.802 -0.85
P 0.871 -1.499 -1.729 1.73
O 0.424 -0.938 0.102 -0.93
C 1.017 -1.727 1.169 -0.07
C 0.994 -1.048 2.551 -0.62
O 0.905 -3.044 -1.490 -0.85
C 1.968 -4.046 -1.380 -0.06
C 1.711 -5.065 -2.511 -0.64
H 3.450 2.092 -2.053 0.26
H 3.671 0.925 -0.752 0.21
H 2.030 1.467 -1.189 0.18
H 3.861 -0.136 -3.005 0.22
H 2.180 0.248 -3.376 0.21
H 2.072 -1.955 0.803 0.21
H 0.447 -2.617 1.282 0.19
H 1.764 -0.308 2.709 0.23
H 1.068 -1.883 3.275 0.25
H 0.021 -0.624 2.729 0.20
H 1.840 -4.484 -0.386 0.19
H 2.925 -3.556 -1.383 0.20
H 0.659 -5.410 -2.460 0.23
H 2.297 -5.958 -2.468 0.24
H 1.999 -4.568 -3.469 0.22
Cl -2.381 -3.705 4.011 0.15
C -3.171 -3.351 2.520 -0.26
Cl -2.545 -4.464 1.284 0.10
Cl -4.910 -3.329 2.655 0.15
C -2.649 -2.014 2.095 0.45
N -2.115 -1.064 1.688 -0.44
Cl -4.644 -3.009 -1.325 0.12
C -4.531 -1.391 -2.030 -0.26
Cl -4.437 -1.332 -3.798 0.13
Cl -5.831 -0.380 -1.495 0.14
C -3.271 -0.791 -1.538 0.46
N -2.264 -0.466 -1.056 -0.43
```

=====

(2)
Entry from the OMol25 dataset: a single C3H10P2 molecule at a distorted geometry (ωB97M-V/def2-TZVPD).

Its energy above the lowest of the compared OMol25 structures with the same formula, charge and spin is 0.911 eV. The SMILES is CP(C)(C)=P. As for the HOMO-LUMO gap: 7.711 eV. The HOMO energy is -7.0 eV.

Geometry as XYZ:
```
15
Properties=species:S:1:pos:R:3:nbo_charge:R:1
C 0.268 -1.544 0.949 -0.83
P 0.303 0.429 0.017 1.06
C -1.513 0.748 0.072 -1.01
C 0.653 0.003 -1.689 -0.95
P 1.654 1.895 0.804 -0.40
H -0.324 -1.478 1.870 0.22
H 0.041 -2.160 0.117 0.20
H 1.311 -1.730 1.268 0.23
H -1.936 0.634 -0.995 0.25
H -1.876 0.234 0.979 0.25
H -1.602 1.828 0.459 0.26
H 1.575 0.231 -2.008 0.25
H 0.516 -0.999 -1.578 0.23
H -0.197 0.220 -2.358 0.24
H 1.126 1.689 2.090 -0.02
```

=====

(3)
Entry from the OMol25 dataset: 2 unconnected molecules or ions with the total composition CH5OPS at a distorted geometry (ωB97M-V/def2-TZVPD).

Its energy above the lowest of the compared OMol25 structures with the same formula, charge and spin is 2.274 eV. The SMILES is O=PS.C. As for the HOMO-LUMO gap: 8.891 eV. The HOMO energy is -9.9 eV.

Geometry as XYZ:
```
9
Properties=species:S:1:pos:R:3:nbo_charge:R:1
O 1.047 0.631 -0.056 -0.98
P 2.425 0.198 -0.397 1.20
S 2.071 -1.884 -0.210 -0.37
H 2.692 -2.299 -1.352 0.15
C -1.574 0.463 0.393 -0.90
H -0.853 1.032 0.949 0.23
H -1.346 0.918 -0.689 0.24
H -2.372 1.202 0.526 0.20
H -2.091 -0.261 0.835 0.23
```

=====

(4)
Entry from the OMol25 dataset: a molecular structure, C24H16Cl5N5S2Ti (ωB97M-V/def2-TZVPD).

As for the spin multiplicity: 2. The charge is +1. As for the HOMO-LUMO gap (alpha / beta): 6.749 / 6.990 eV. The HOMO energy (alpha / beta) is -10.8 / -11.0 eV.

Geometry as XYZ:
```
53
Properties=species:S:1:pos:R:3:nbo_charge:R:1
Ti 0.036 -0.531 -0.072 1.42
C 1.307 -5.018 3.344 -0.75
S 2.106 -4.485 1.824 0.38
C 1.025 -3.260 1.254 -0.05
S 1.498 -2.524 -0.246 -0.20
N -0.040 -2.966 1.940 -0.39
N -0.763 -1.984 1.303 -0.34
C -1.917 -1.702 1.779 0.12
C -2.757 -0.764 1.014 0.16
C -4.031 -0.417 1.422 -0.21
C -4.797 0.371 0.568 -0.11
C -4.265 0.773 -0.644 -0.24
C -2.960 0.406 -0.959 0.10
N -2.220 -0.344 -0.151 -0.52
H 1.990 -5.733 3.797 0.24
H 0.353 -5.499 3.143 0.23
H 1.161 -4.180 4.021 0.24
H -2.292 -2.194 2.671 0.23
H -4.419 -0.759 2.370 0.24
H -5.801 0.656 0.850 0.24
H -4.835 1.370 -1.340 0.24
H -2.491 0.723 -1.882 0.21
Cl 3.089 0.367 -0.942 0.04
C 2.809 0.629 0.778 0.05
C 1.546 0.365 1.285 -0.52
C 1.363 0.708 2.607 -0.06
Cl -0.267 0.594 3.261 0.02
C 2.370 1.189 3.440 -0.08
Cl 2.075 1.551 5.092 0.07
C 3.641 1.379 2.897 -0.08
Cl 4.922 1.951 3.880 0.08
C 3.863 1.115 1.539 -0.12
Cl 5.413 1.398 0.859 0.08
C -0.008 3.963 -0.255 -0.23
C 0.356 4.205 -1.573 -0.12
C 0.486 3.141 -2.449 -0.21
C 0.247 1.853 -1.980 0.19
N -0.060 1.625 -0.694 -0.53
C -0.185 2.654 0.147 0.09
C 0.255 0.659 -2.869 0.18
C 0.379 0.770 -4.249 -0.21
C 0.279 -0.372 -5.030 -0.12
C 0.049 -1.589 -4.410 -0.23
C -0.043 -1.623 -3.031 0.08
N 0.061 -0.532 -2.273 -0.53
H -0.127 4.764 0.460 0.25
H 0.539 5.214 -1.916 0.24
H 0.778 3.320 -3.472 0.23
H -0.413 2.402 1.176 0.23
H 0.544 1.728 -4.716 0.23
H 0.375 -0.304 -6.104 0.24
H -0.046 -2.506 -4.971 0.25
H -0.176 -2.555 -2.496 0.24
```

=====

(5)
Entry from the OMol25 dataset: a molecular structure, C31H34BrN8O3PRe at a distorted geometry (ωB97M-V/def2-TZVPD).

As for the spin multiplicity: 2. The charge is +2. As for the HOMO-LUMO gap (alpha / beta): 5.085 / 5.642 eV. The HOMO energy (alpha / beta) is -13.4 / -13.4 eV.

Geometry as XYZ:
```
79
Properties=species:S:1:pos:R:3:mulliken_charge:R:1
Re -0.146 -0.145 -0.155 1.99
C -3.040 -2.395 -2.308 -0.84
C -4.260 -2.083 -1.721 -0.41
C -4.329 -0.987 -0.888 -0.54
C -3.177 -0.247 -0.595 0.43
N -1.966 -0.625 -1.103 -0.12
C -1.931 -1.655 -1.958 0.00
N -3.351 0.871 0.153 -0.35
C -2.444 1.734 0.441 -0.21
N -1.089 1.607 0.169 -0.39
C -0.478 2.836 0.328 0.20
N 0.682 3.142 -0.143 -0.39
C 1.399 2.353 -0.985 0.43
C 2.565 2.918 -1.523 -0.43
C 3.321 2.218 -2.436 -0.43
C 2.879 0.965 -2.851 -0.86
C 1.726 0.459 -2.292 -0.03
N 1.009 1.097 -1.355 0.03
C -1.424 3.731 0.984 -0.10
C -1.303 5.008 1.503 -0.23
C -2.437 5.582 2.075 -0.64
C -3.659 4.920 2.090 -0.68
C -3.794 3.642 1.552 -0.26
C -2.661 3.049 1.028 0.20
H -2.945 -3.219 -2.994 0.46
H -5.133 -2.682 -1.923 0.49
H -5.255 -0.676 -0.438 0.53
H -0.959 -1.897 -2.372 0.37
H 2.838 3.909 -1.203 0.56
H 4.226 2.639 -2.844 0.49
H 3.419 0.392 -3.587 0.52
H 1.345 -0.507 -2.608 0.35
H -0.362 5.534 1.481 0.57
H -2.364 6.565 2.518 0.44
H -4.520 5.400 2.531 0.45
H -4.741 3.125 1.551 0.58
Br -3.466 -0.574 6.930 -0.14
C -2.844 -1.154 5.226 -0.21
C -2.741 -2.512 4.952 -0.49
C -2.325 -2.928 3.701 -0.98
C -1.996 -1.981 2.738 0.64
C -2.082 -0.623 3.033 0.30
C -2.516 -0.198 4.271 -0.83
C -1.575 -2.421 1.363 0.21
O -2.124 -3.306 0.756 -0.56
O -0.565 -1.733 0.903 -0.24
H -2.998 -3.233 5.711 0.50
H -2.272 -3.979 3.459 0.52
H -1.833 0.109 2.275 0.28
H -2.619 0.854 4.492 0.57
C 1.411 -1.394 3.695 -0.69
N 2.736 -1.209 3.158 0.68
C 3.808 -1.473 4.090 -1.09
P 3.036 -0.389 1.741 -1.17
O 1.784 -0.230 0.934 0.71
N 4.266 -1.225 1.009 0.35
C 4.967 -0.639 -0.117 -1.07
C 4.282 -2.676 1.018 -1.04
N 3.659 1.147 1.991 0.54
C 2.708 2.171 2.374 -0.96
C 4.990 1.372 2.512 -1.03
H 1.285 -2.436 3.993 0.40
H 0.667 -1.155 2.937 -0.27
H 1.247 -0.769 4.578 0.29
H 3.723 -2.499 4.456 0.36
H 3.757 -0.802 4.952 0.29
H 4.768 -1.357 3.595 0.35
H 4.754 0.427 -0.173 0.29
H 4.654 -1.105 -1.056 0.34
H 6.043 -0.791 0.000 0.31
H 3.639 -3.052 1.809 0.36
H 5.304 -3.024 1.183 0.34
H 3.931 -3.085 0.065 0.29
H 1.712 1.882 2.043 -0.04
H 2.975 3.112 1.892 0.35
H 2.694 2.325 3.457 0.38
H 5.624 0.512 2.316 0.37
H 4.965 1.570 3.588 0.30
H 5.424 2.243 2.016 0.33
```

=====

(6)
Entry from the OMol25 dataset: a molecular structure, C5H7N3 at a distorted geometry (ωB97M-V/def2-TZVPD).

Its energy above the lowest of the compared OMol25 structures with the same formula, charge and spin is 5.175 eV. As for the HOMO-LUMO gap (alpha / beta): 7.765 / 7.404 eV. The HOMO energy (alpha / beta) is -9.2 / -8.9 eV.

Geometry as XYZ:
```
15
Properties=species:S:1:pos:R:3:nbo_charge:R:1
C 0.014 -0.182 0.027 0.30
C 0.897 0.155 -1.156 -0.65
C 0.733 -0.867 1.156 -0.67
N -1.263 -0.686 -0.253 -0.63
C -0.682 1.571 0.371 0.21
C -2.157 0.189 -0.765 0.35
N -0.150 2.374 1.036 -0.32
N -1.974 1.410 -0.592 -0.43
H -1.596 -1.531 0.191 0.42
H 0.332 0.590 -1.975 0.24
H 0.069 -1.076 1.994 0.23
H 1.674 0.852 -0.849 0.24
H 1.375 -0.769 -1.499 0.22
H 1.545 -0.230 1.503 0.26
H 1.182 -1.802 0.811 0.23
```

=====

(7)
Entry from the OMol25 dataset: 14 unconnected molecules or ions with the total composition C32H95N3O24 at a distorted geometry (ωB97M-V/def2-TZVPD).

As for the spin multiplicity: 2. Its energy above the lowest of the compared OMol25 structures with the same formula, charge and spin is 0.831 eV. The charge is +1. As for the HOMO-LUMO gap (alpha / beta): 7.995 / 2.936 eV. The HOMO energy (alpha / beta) is -10.8 / -10.8 eV.

Geometry as XYZ:
```
154
Properties=species:S:1:pos:R:3:mulliken_charge:R:1
C 7.157 3.375 -0.192 -1.55
C 5.619 3.546 -0.258 0.69
C 4.938 2.813 -1.368 -0.15
O 5.512 3.108 -2.604 -0.42
C 5.083 4.365 -3.181 -0.68
N 4.944 3.315 1.007 -0.02
H 7.454 2.561 0.470 0.40
H 7.587 4.147 0.446 0.41
H 7.590 3.263 -1.185 0.35
H 5.458 4.608 -0.441 0.35
H 3.861 2.981 -1.357 0.18
H 4.992 1.740 -1.183 0.07
H 5.862 4.802 -3.805 0.30
H 4.781 5.156 -2.495 0.31
H 4.288 4.167 -3.900 0.26
H 5.248 4.050 1.630 0.40
H 3.936 3.317 0.945 0.28
C 4.278 -0.990 -0.998 -1.61
C 3.805 -2.441 -0.647 0.62
C 4.842 -3.261 0.263 -0.37
O 6.189 -2.915 0.071 -0.43
C 7.079 -3.473 1.047 -0.77
N 2.432 -2.347 -0.224 0.93
H 5.200 -1.022 -1.578 0.54
H 4.409 -0.410 -0.085 0.01
H 3.599 -0.326 -1.534 0.46
H 3.855 -2.903 -1.633 0.30
H 4.737 -4.318 0.017 0.50
H 4.549 -3.157 1.308 0.06
H 8.043 -3.132 0.669 0.31
H 7.112 -4.562 1.079 0.32
H 6.922 -3.058 2.043 0.26
H 2.006 -1.523 -0.622 0.05
H 2.573 -1.991 0.711 -0.35
C -1.939 -1.133 -1.329 -1.28
C -1.088 -1.669 -0.115 2.10
C -0.462 -0.402 0.549 -0.28
O 0.698 -0.028 -0.343 0.78
C 1.183 1.285 -0.028 -0.58
N -2.027 -2.329 0.786 -0.08
H -1.390 -0.608 -2.111 -0.08
H -2.805 -0.530 -1.058 -0.10
H -2.405 -2.002 -1.792 0.68
H -0.371 -2.417 -0.455 -1.04
H -0.065 -0.568 1.550 -0.01
H -1.116 0.469 0.579 -0.21
H 1.809 1.532 -0.886 -0.02
H 1.848 1.128 0.821 -0.10
H 0.381 1.967 0.255 0.08
H -1.530 -2.686 1.589 -0.12
H -2.206 -3.224 0.354 0.36
C -2.866 -5.501 3.257 -0.32
C -3.440 -4.985 4.574 -0.32
O -3.012 -3.674 4.664 -0.34
O -3.176 -6.855 2.964 -0.55
H -1.791 -5.397 3.107 0.20
H -3.131 -4.918 2.376 0.28
H -3.098 -5.563 5.433 0.35
H -4.530 -4.996 4.590 0.26
H -3.185 -3.281 5.522 0.23
H -4.078 -6.776 2.644 0.37
C 1.409 -5.874 0.348 -0.17
C 1.325 -5.557 -1.127 -0.60
O 0.746 -4.281 -1.337 -0.61
O 2.399 -5.021 0.944 -0.58
H 1.772 -6.888 0.516 0.37
H 0.489 -5.658 0.891 -0.03
H 0.719 -6.231 -1.734 0.40
H 2.312 -5.607 -1.585 0.31
H 1.340 -3.554 -1.136 0.13
H 2.373 -4.120 0.613 0.40
C 3.692 -1.127 2.865 -0.69
C 3.912 -2.161 4.024 -0.72
O 3.645 -3.445 3.603 -0.49
O 2.439 -1.230 2.288 -0.51
H 4.522 -0.971 2.175 0.28
H 3.737 -0.220 3.467 0.42
H 3.100 -1.944 4.717 0.34
H 4.835 -1.937 4.559 0.48
H 3.050 -3.356 2.855 0.18
H 1.814 -1.169 3.014 0.21
C -6.242 0.506 -5.251 -0.51
C -5.210 -0.011 -4.344 -0.15
O -5.596 -0.552 -3.060 -0.58
O -6.551 1.827 -4.918 -0.48
H -7.125 -0.132 -5.285 0.36
H -5.827 0.504 -6.259 0.26
H -4.393 0.685 -4.156 0.17
H -4.574 -0.755 -4.824 0.35
H -5.033 -0.126 -2.409 0.29
H -7.453 1.946 -5.223 0.30
C -5.832 -1.602 3.332 -1.12
C -4.457 -1.422 2.720 0.66
O -4.274 -1.006 1.402 -0.66
O -6.480 -0.375 3.558 -0.53
H -5.791 -2.049 4.325 0.23
H -6.554 -2.188 2.762 0.44
H -3.929 -2.369 2.827 0.13
H -3.994 -0.705 3.398 -0.10
H -3.468 -1.425 1.091 0.68
H -6.802 -0.259 2.661 0.35
C 0.041 -2.165 -4.367 0.30
C 0.105 -0.582 -4.524 -0.05
O 0.745 -0.164 -5.694 -0.58
O -0.954 -2.712 -5.217 -0.59
H -0.067 -2.430 -3.316 -0.21
H 1.059 -2.442 -4.641 0.31
H 0.689 -0.166 -3.702 0.00
H -0.868 -0.095 -4.456 0.16
H 0.123 -0.353 -6.401 0.35
H -1.354 -3.412 -4.696 0.35
C -4.291 2.851 3.302 -0.74
C -3.031 2.091 2.688 -0.20
O -3.268 1.477 1.426 0.63
O -4.572 4.031 2.477 -0.52
H -4.013 3.246 4.279 0.48
H -5.140 2.182 3.439 0.31
H -2.516 1.441 3.396 0.66
H -2.255 2.832 2.495 -0.20
H -3.639 0.616 1.633 -0.36
H -5.231 4.608 2.869 0.27
C -3.805 3.730 -1.488 0.00
C -5.026 2.860 -1.418 -0.61
O -4.649 1.518 -1.283 -0.26
O -3.358 4.129 -0.227 -0.66
H -3.952 4.634 -2.078 0.48
H -2.928 3.231 -1.902 -0.16
H -5.685 2.968 -2.280 0.40
H -5.683 3.156 -0.600 0.26
H -4.415 1.336 -0.370 -0.04
H -3.294 3.361 0.346 0.05
C 1.141 4.068 2.017 0.35
C 0.684 5.513 1.994 -0.80
O 1.682 6.431 2.396 -0.57
O 2.269 4.033 1.178 -0.42
H 0.254 3.471 1.806 -0.34
H 1.424 3.695 3.002 0.31
H -0.283 5.438 2.491 0.50
H 0.528 5.848 0.969 0.29
H 1.248 7.272 2.556 0.32
H 2.541 4.953 1.196 0.27
C -0.165 3.129 -3.630 0.24
C -0.497 4.577 -3.192 -0.71
O -0.010 4.878 -1.901 -0.44
O 1.255 2.975 -3.721 -0.51
H -0.584 3.034 -4.632 0.46
H -0.555 2.400 -2.920 -0.21
H -1.569 4.762 -3.261 0.42
H -0.010 5.123 -4.001 0.33
H -0.574 5.528 -1.475 0.26
H 1.639 3.436 -2.972 0.20
O -0.410 -2.716 3.077 -0.66
H -1.196 -2.792 3.620 0.10
H 0.224 -3.301 3.491 0.28
```

=====

no.,E_tot (hartree)
1,-4539.4269
2,-802.9114
3,-855.8169
4,-5144.6534
5,-4858.7133
6,-358.8282
7,-3245.5843